*w*
A molecular structure, C8H11N4. Source: the OMol25 dataset; level of theory: wB97M-V/def2-TZVPD.

Properties
* lowest unoccupied orbital energy: -3.7 eV

```
! wB97M-V def2-TZVPD RIJCOSX def2/J DEFGRID3
* xyz 1 1
C -0.241 -1.905 0.619
C 1.178 -0.596 -1.364
C -1.575 0.894 -1.065
C -0.254 1.177 -1.156
C -0.543 -0.487 0.332
C 2.814 0.352 1.149
C -3.137 -0.766 0.115
C 1.640 1.029 0.342
N -0.095 -3.039 0.622
N 1.732 -0.988 -2.279
N -1.779 -0.250 -0.380
N 0.567 0.188 -0.403
H -2.399 1.362 -1.478
H 0.294 1.634 -1.946
H -0.703 0.203 1.470
H 3.392 -0.330 0.557
H 3.474 1.226 1.615
H 2.430 -0.129 2.016
H -3.873 -0.820 -0.674
H -2.844 -1.803 0.232
H -3.337 -0.231 1.055
H 2.131 1.579 -0.424
H 1.129 1.699 1.044
*
```



*x*
A gas-phase ion, C8H11N4 (charge +1). Source: the OMol25 dataset; level of theory: wB97M-V/def2-TZVPD.

Properties
* SMILES string: CC[N+]1=C=N[C@H](C#N)N(C)C=C1
* lowest unoccupied orbital energy (spin up / spin down): -5.4 / -5.4 eV

```
! wB97M-V def2-TZVPD RIJCOSX def2/J DEFGRID3
* xyz 1 1
C -1.107 2.259 -2.117
C -0.095 2.128 -0.959
N -0.387 0.818 -0.311
C -1.522 0.189 -0.107
N -2.008 -0.860 0.208
C -0.929 -1.934 0.084
C -1.521 -3.247 -0.064
N -2.281 -4.080 -0.293
N -0.080 -1.765 1.223
C 0.090 -2.820 2.254
C 0.439 -0.541 1.490
C 0.479 0.642 0.833
H -0.878 1.623 -2.929
H -2.108 2.277 -1.699
H -1.047 3.270 -2.522
H -0.216 2.832 -0.187
H 0.851 2.022 -1.348
H -0.436 -1.512 -0.810
H -0.200 -2.464 3.317
H -0.696 -3.627 2.081
H 0.999 -3.298 2.104
H 1.091 -0.635 2.303
H 0.932 1.520 1.259
*
```



It is *x* that is most stable; the runner-up trails by 0.0343 hartree.



*w*
A gas-phase ion, C10H17N2 (charge +1). Source: the OMol25 dataset; level of theory: wB97M-V/def2-TZVPD.

Properties
* SMILES string: C=C1/C(=N/CC)[N@@H+]2CCCC[C@H]12
* lowest unoccupied orbital energy: -2.9 eV

```
! wB97M-V def2-TZVPD RIJCOSX def2/J DEFGRID3
* xyz 1 1
C 3.415 -0.472 -0.849
C 2.190 -0.640 -0.406
C 0.611 -0.048 -1.197
N 0.291 0.692 -2.077
C -0.834 1.412 -2.643
C -1.918 1.875 -1.584
N 0.015 -1.063 -0.146
C -1.280 -0.865 0.553
C -1.136 -0.014 1.852
C 0.079 -0.504 2.641
C 1.376 -0.345 1.879
C 1.298 -1.266 0.682
H 4.124 -1.115 -0.394
H 3.565 -0.162 -1.864
H -1.143 0.923 -3.551
H -0.332 2.316 -2.926
H -1.438 2.536 -0.985
H -2.626 2.438 -2.084
H -2.487 1.146 -1.041
H 0.024 -1.894 -0.784
H -1.625 -1.825 0.699
H -1.874 -0.384 -0.297
H -2.009 -0.237 2.332
H -1.155 1.052 1.452
H 0.102 -0.020 3.543
H -0.058 -1.556 2.982
H 1.433 0.673 1.460
H 2.268 -0.570 2.453
H 1.471 -2.226 0.891
*
```



*x*
A gas-phase ion, C10H17N2 (charge +1). Source: the OMol25 dataset; level of theory: wB97M-V/def2-TZVPD.

Properties
* SMILES string: C[NH+](C)C(C)(C)c1ccccn1
* lowest unoccupied orbital energy: -2.7 eV

```
! wB97M-V def2-TZVPD RIJCOSX def2/J DEFGRID3
* xyz 1 1
C 1.528 -1.622 1.363
N 0.769 -1.597 0.069
C -0.584 -2.304 0.423
C 0.642 -0.209 -0.737
C 2.069 0.385 -1.066
C -0.073 -0.579 -2.016
C -0.329 0.976 0.071
C -0.847 2.035 -0.639
C -1.697 2.887 0.063
C -2.137 2.532 1.327
C -1.482 1.490 1.976
N -0.482 0.775 1.330
H 1.049 -1.062 2.156
H 1.596 -2.684 1.624
H 2.452 -1.113 1.237
H 1.384 -2.177 -0.627
H -1.048 -2.497 -0.475
H -0.372 -3.300 0.766
H -1.138 -1.853 1.142
H 2.683 -0.470 -1.365
H 2.111 1.060 -1.912
H 2.448 0.905 -0.194
H -0.111 0.294 -2.729
H 0.348 -1.388 -2.469
H -1.151 -0.679 -1.927
H -0.584 2.365 -1.659
H -2.237 3.549 -0.513
H -2.952 3.098 1.845
H -1.857 1.183 2.936
*
```



It is *x* that is most stable; the runner-up trails by 0.0992 hartree.



*w*
2 unconnected molecules or ions with the total composition C5H13N2O. Source: the OMol25 dataset; level of theory: wB97M-V/def2-TZVPD.

Properties
* lowest unoccupied orbital energy: -4.8 eV

```
! wB97M-V def2-TZVPD RIJCOSX def2/J DEFGRID3
* xyz 1 1
C -0.475 0.637 2.159
N 0.426 -0.380 2.101
C 0.127 -1.784 2.039
O -1.705 0.517 1.908
H -0.023 1.599 2.557
H 1.324 -0.064 2.491
H -0.125 -2.202 3.004
H 0.910 -2.349 1.507
H -0.721 -1.880 1.363
C 1.318 1.336 -2.130
C 0.550 0.542 -1.076
C -1.845 -0.238 -1.270
N -0.653 -0.089 -1.703
H 1.664 0.722 -3.030
H 0.618 2.120 -2.516
H 2.179 1.839 -1.712
H 1.268 -0.258 -0.730
H 0.200 1.103 -0.184
H -2.578 -0.709 -1.951
H -2.020 0.102 -0.254
H -0.438 -0.565 -2.573
*
```



*x*
2 unconnected molecules or ions with the total composition C5H13N2O. Source: the OMol25 dataset; level of theory: wB97M-V/def2-TZVPD.

Properties
* lowest unoccupied orbital energy: -7.8 eV

```
! wB97M-V def2-TZVPD RIJCOSX def2/J DEFGRID3
* xyz 1 1
O 0.957 -0.129 0.492
C 0.514 0.906 0.879
C -0.730 1.412 0.274
C -1.215 0.950 -0.980
C -2.500 0.172 -0.557
C -2.133 -0.925 0.442
N -1.163 -1.841 -0.026
N 5.107 -0.184 -0.417
H 0.985 1.456 1.714
H -1.356 2.060 0.888
H -0.507 0.286 -1.466
H -1.519 1.751 -1.661
H -3.160 0.893 -0.063
H -3.080 -0.199 -1.400
H -3.077 -1.391 0.730
H -1.674 -0.323 1.303
H -0.295 -1.434 -0.312
H -0.991 -2.619 0.604
H 5.863 0.457 -0.243
H 4.503 -0.192 0.387
H 5.474 -1.107 -0.589
*
```



It is *w* that is most stable; the runner-up trails by 0.1106 hartree.



*w*
2 unconnected molecules or ions with the total composition C5H13N2O. Source: the OMol25 dataset; level of theory: wB97M-V/def2-TZVPD.

Properties
* lowest unoccupied orbital energy: -3.3 eV

```
! wB97M-V def2-TZVPD RIJCOSX def2/J DEFGRID3
* xyz 1 1
C -2.714 1.699 -1.401
C -1.424 1.119 -0.941
C -0.591 1.770 -0.156
N 0.691 1.176 0.271
H -2.913 2.656 -0.925
H -2.658 1.847 -2.480
H -3.537 1.013 -1.211
H -1.152 0.127 -1.287
H -0.761 2.767 0.221
H 0.843 0.257 -0.216
H 1.494 1.771 0.064
H 0.688 0.969 1.272
C 1.205 -1.865 1.859
C 1.864 -1.981 0.499
N 1.070 -1.589 -0.615
O 3.007 -2.312 0.370
H 0.122 -1.752 1.856
H 1.686 -1.034 2.383
H 1.475 -2.749 2.433
H 1.481 -1.941 -1.475
H 0.123 -1.948 -0.522
*
```



*x*
2 unconnected molecules or ions with the total composition C5H13N2O. Source: the OMol25 dataset; level of theory: wB97M-V/def2-TZVPD.

Properties
* lowest unoccupied orbital energy: -8.8 eV

```
! wB97M-V def2-TZVPD RIJCOSX def2/J DEFGRID3
* xyz 1 1
N -2.260 1.024 -1.140
C -1.626 1.789 -0.160
C -0.711 0.788 0.542
N -0.428 -0.329 -0.226
C 0.436 -2.465 -0.780
C 0.322 -1.389 0.338
C 1.782 -0.923 0.627
O -0.251 1.021 1.606
H 1.659 2.867 1.458
H -3.198 1.282 -1.385
H 1.773 3.244 0.844
H -0.949 2.573 -0.523
H -2.290 2.261 0.546
H -1.701 0.409 -1.718
H 0.949 -1.996 -1.625
H 0.915 -3.377 -0.457
H -0.538 -2.729 -1.196
H -0.227 -1.770 1.210
H 2.490 -1.696 0.844
H 2.135 -0.372 -0.251
H 1.718 -0.211 1.448
*
```



It is *w* that is most stable; the runner-up trails by 0.2093 hartree.